# 1
Below is a 2-piece molecular cluster, C4H12 overall, with properties calculated with wB97M-V/def2-TZVPD.

Output
structure (SMILES)	CC.CC
net charge	0
energy	-159.576746	Eh
HOMO level	-11.6	eV
max |F|	1.58	eV Å⁻¹
Kohn-Sham gap	12.791	eV

Structure (XYZ):
```
16
Properties=species:S:1:pos:R:3:forces:R:3
C 0.25808 -0.16085 2.11532 0.418 0.499 0.655
C 0.18818 0.89170 -1.24499 0.506 -0.210 -0.793
C -0.85771 -1.15692 1.83592 0.536 -0.354 -0.484
C 0.40842 0.43988 -2.70113 -0.721 -1.107 0.866
H 1.44194 0.56041 -3.02596 -0.267 0.508 -0.262
H 1.15123 -0.25721 1.49675 -0.301 -0.075 -0.307
H -0.83008 0.68598 -0.90758 0.104 0.176 -0.043
H 0.22482 -0.64164 -2.75245 0.089 0.048 0.033
H 0.65289 -0.24767 3.13008 -0.169 -0.206 0.098
H 0.87500 0.32698 -0.62782 0.057 0.055 0.366
H -0.08931 0.86970 2.04995 -0.009 0.051 -0.166
H -0.37744 0.85012 -3.32424 0.419 0.482 -0.540
H -1.36128 -1.44899 2.75440 -0.156 -0.008 -0.077
H -1.57863 -0.76504 1.12095 -0.127 0.075 0.105
H -0.43723 -2.05234 1.36116 -0.180 -0.005 0.273
H 0.43256 1.94917 -1.16368 -0.197 0.071 0.276
```
Forces are in eV/Å.



# 2
Below is a 7-piece molecular cluster, C5H26NO6 overall, with properties calculated with wB97M-V/def2-TZVPD.

Output
net charge	+1
energy	-711.948996	Eh
HOMO level	-14.0	eV
max |F|	7.03	eV Å⁻¹
Kohn-Sham gap	11.180	eV

Structure (XYZ):
```
38
Properties=species:S:1:pos:R:3:forces:R:3
O 0.91051 -0.91789 2.78084 0.202 0.590 1.365
O -2.04257 -2.98500 -1.39282 1.200 -3.188 1.040
O 0.87422 -2.27225 0.24227 -4.770 2.855 -4.302
O -1.43045 -1.70832 2.32358 -0.469 3.051 5.572
O -2.81374 -0.81696 0.19264 0.140 4.028 2.724
O -1.47974 0.16842 -2.27560 3.507 -5.191 2.167
N -0.47941 0.36696 0.67435 -0.663 1.578 0.753
C 1.61654 2.30681 -1.91143 -0.456 -0.320 -0.724
C 2.41259 0.43812 -0.39313 -2.498 -2.073 -2.602
C 0.12673 1.64699 -0.01499 -1.745 1.117 1.884
C 1.11788 1.12375 -1.01358 0.750 -1.421 -2.301
C 0.86047 2.49361 0.98938 3.575 -0.471 -1.756
H -2.28130 -2.14017 -1.67507 -0.215 1.767 -1.963
H 2.19747 -0.00442 0.53485 -0.430 -1.077 1.186
H 0.53277 2.80563 1.87161 -3.251 0.799 3.729
H 2.49881 2.81513 -1.28797 -2.411 -0.229 -1.803
H 1.12029 -0.69389 3.70917 0.444 0.016 -0.710
H -3.02843 -1.55456 -0.30357 -2.036 -2.100 -0.682
H 3.03722 1.20883 -0.14373 2.410 1.557 -0.007
H 1.20150 3.51852 0.64019 0.055 -1.637 -0.518
H -1.26936 -1.93030 1.49281 0.521 -2.255 -5.549
H 1.67891 1.85961 1.38823 0.320 0.784 -0.621
H -0.69617 -0.29164 -0.02778 -0.441 -0.627 -1.522
H 0.07633 -0.20943 1.33401 0.818 1.185 -0.093
H -1.92301 0.63889 -2.87448 -2.997 3.212 -3.744
H -1.95379 -2.29330 2.82672 -0.875 -1.284 0.314
H -1.07962 -0.58614 -2.83101 -0.744 1.801 1.244
H 1.45980 -2.62022 0.79379 3.653 -2.747 3.809
H 2.76266 -0.41589 -1.12482 -0.243 2.127 1.492
H -0.75929 2.38810 -0.28074 1.427 -2.370 -0.569
H -1.78320 -3.64224 -2.08803 -0.678 1.507 0.598
H 0.66578 2.85170 -2.36963 2.166 -0.149 1.609
H 2.03012 1.91177 -2.87563 0.200 0.105 1.072
H 0.62986 0.27590 -1.63602 0.671 1.838 0.876
H -1.40475 0.51453 1.12320 0.991 0.208 -0.301
H -0.05626 -1.04310 2.86247 0.178 -0.664 -0.026
H 0.16607 -2.87719 -0.02975 0.752 -0.206 0.253
H -3.49544 -0.33034 0.76964 0.941 -2.114 -1.894
```
Forces are in eV/Å.



# 3
Below is C4H10N2S as an isolated structure, with properties calculated with wB97M-V/def2-TZVPD.

Output
net charge	0
energy	-665.927538	Eh
HOMO level (alpha / beta)	-8.2 / -8.2	eV
max |F|	4.06	eV Å⁻¹
Kohn-Sham gap (alpha / beta)	8.362 / 8.360	eV

Structure (XYZ):
```
17
Properties=species:S:1:pos:R:3:forces:R:3
S -1.47262 -0.11350 -0.07473 0.380 -1.076 0.948
N -2.30224 -0.55653 1.16066 -0.910 -0.369 -0.252
N -2.23709 0.49756 -1.26184 0.617 -0.572 -1.085
C 0.51725 -1.27112 -0.70672 -2.146 1.878 2.212
C 1.46121 -0.46750 0.22093 0.011 -0.618 -3.341
C 1.06366 0.97390 0.12545 0.482 0.230 -1.534
C -0.33112 1.03567 0.69181 0.667 3.239 2.356
H 2.47079 -0.60428 -0.26118 -0.494 -0.136 1.399
H -0.61017 2.14978 0.57093 -0.593 -1.948 0.160
H 0.34809 -2.31263 -0.53311 -0.086 -0.447 0.144
H 1.83420 1.62614 0.57788 -0.805 -0.199 0.369
H -1.94406 0.09542 -2.17299 -0.179 0.405 0.858
H -0.24879 0.83821 1.83170 -0.553 0.105 -1.913
H 1.08216 1.27928 -0.93533 -0.242 0.003 0.182
H 0.35147 -0.93831 -1.70304 0.630 0.133 -0.870
H -3.31319 -0.91324 1.06783 2.397 0.720 -0.649
H 1.24998 -0.65937 1.24192 0.824 -1.349 1.014
```
Forces are in eV/Å.



# 4
Below is C15H19N4O2PS2 as an isolated structure, with properties calculated with wB97M-V/def2-TZVPD.

Output
net charge	0
energy	-2090.072550	Eh
HOMO level	-8.5	eV
max |F|	1.91	eV Å⁻¹
Kohn-Sham gap	7.291	eV

Structure (XYZ):
```
43
Properties=species:S:1:pos:R:3:forces:R:3
S 0.00375 1.39031 -3.13883 -0.145 -0.037 -0.598
S 2.67498 -2.88743 2.47307 -0.101 0.012 0.060
P 3.22187 -1.13614 1.83736 -0.371 -0.568 0.191
O 2.61655 -2.89325 -2.14660 0.242 -0.218 0.642
O 3.11841 -1.07707 -1.12919 -0.494 1.188 0.000
N 1.25587 0.41746 -2.79394 -1.258 0.903 1.118
N -2.31167 3.21011 -6.96985 0.001 -0.089 0.000
N -0.62885 1.78127 -1.70845 1.380 -0.770 -0.247
N 2.63797 -2.46459 -1.07545 -0.442 -0.798 -1.070
C 0.69924 0.58849 2.90258 -0.428 0.073 -0.948
C -1.42378 -2.58106 6.24351 0.431 -0.007 -0.868
C 0.01448 1.21335 0.60255 0.676 -0.489 -0.197
C -1.88218 1.20173 -7.79615 -0.033 -0.006 -0.047
C -2.56687 2.36680 -8.01681 -0.010 0.066 -0.032
C 1.99729 -0.25140 0.80474 -0.755 0.937 -0.242
C -0.98527 -2.22822 4.78039 0.283 0.987 0.961
C -1.47737 2.59319 -6.07817 -0.012 0.074 -0.009
C -0.61330 -0.14931 3.35537 1.647 0.403 0.884
C -0.37649 -0.77433 4.77146 -0.888 -0.899 -0.977
C -1.18992 1.34493 -6.56427 0.012 0.025 0.068
C 1.21221 0.38412 -1.44537 0.260 -0.132 1.026
C 0.17895 1.15393 -0.81137 -0.791 0.318 -0.345
C 0.90112 0.52319 1.38386 0.164 0.054 0.753
C 2.09457 -0.30407 -0.56399 1.425 -0.700 0.201
H -0.55474 0.61415 -6.09075 -0.017 -0.002 -0.029
H -1.82016 -2.28354 4.06526 0.159 -0.026 0.386
H -0.88258 -0.93906 2.64252 0.065 0.329 0.121
H -3.21049 2.66873 -8.82587 0.021 -0.028 0.003
H 1.59671 0.19811 3.39446 -0.509 0.063 0.145
H 0.69180 -0.90189 5.00711 -0.301 0.345 -0.144
H 4.40923 -1.18581 1.06980 -0.286 0.481 0.182
H 0.58174 1.65081 3.17074 0.329 -0.329 0.044
H -0.19077 -2.89357 4.40951 -0.374 0.065 0.119
H -2.68025 4.13811 -6.87087 0.003 -0.032 0.004
H -1.39394 0.62435 3.41464 -0.029 -0.559 -0.196
H -1.08679 -1.78138 6.91848 -0.142 -0.322 -0.090
H -0.92770 -3.51004 6.55634 -0.561 0.144 0.111
H -0.78275 1.78817 1.07363 0.160 -0.100 -0.357
H 3.47057 -0.27179 2.93375 0.228 0.130 -0.630
H -0.83203 -0.14270 5.54868 0.104 -0.252 -0.216
H -1.87818 0.34125 -8.44471 -0.003 0.017 0.015
H -1.16169 3.09581 -5.18017 0.000 0.013 -0.039
H -2.51950 -2.63172 6.29104 0.359 -0.265 0.245
```
Forces are in eV/Å.



# 5
Below is one molecule with the formula C6H10N2O5S, with properties calculated with wB97M-V/def2-TZVPD.

Output
structure (SMILES)	CN1C=CO[C@@]1(N=[S@](C)(=O)O)C(=O)O
net charge	0
energy	-1118.395089	Eh
HOMO level	-7.8	eV
max |F|	4.91	eV Å⁻¹
Kohn-Sham gap	8.283	eV

Structure (XYZ):
```
24
Properties=species:S:1:pos:R:3:forces:R:3
S -0.22870 1.88708 0.21895 0.286 1.669 -1.855
O -0.04396 3.02747 -0.91061 0.451 -0.930 -2.374
O -1.55539 2.01446 0.68191 -1.396 -0.197 1.003
O -1.71585 -1.33552 1.79090 -1.793 -1.083 -1.297
O -1.86742 -0.89538 -0.94841 2.233 -0.524 0.924
O -0.08817 0.08734 2.15172 1.532 0.839 1.283
N 0.35231 -1.77274 -0.33968 0.301 1.635 0.074
N 0.14486 0.60768 -0.57161 -0.334 0.437 0.893
C 0.83231 2.81754 1.36115 0.126 2.073 0.038
C -1.51730 -2.04842 -1.71062 3.250 1.237 3.472
C -0.31090 -2.51575 -1.29431 -1.315 0.131 -1.414
C -0.46590 -0.57222 -0.10150 -0.669 -0.256 -1.188
C -0.73417 -0.57426 1.41551 -1.354 -0.104 -1.614
C 1.82007 -1.38168 -0.38919 -2.714 1.108 0.349
H 1.95364 -0.46345 -0.96797 -0.051 -0.181 0.331
H 1.76290 2.37268 1.59232 1.054 -0.906 -0.400
H 2.02822 -1.25519 0.65174 0.784 0.365 0.472
H -2.10249 -2.40610 -2.47922 -1.445 -0.472 -1.196
H 1.05345 3.84302 0.81707 -0.723 -2.181 1.376
H 2.43008 -2.08121 -0.81704 1.187 -2.361 -0.894
H -0.05905 2.66559 -1.86885 -0.126 0.395 2.408
H 0.14330 -3.41836 -1.59708 0.382 -0.766 -0.575
H 0.39546 2.93343 2.38303 -0.385 -0.056 -1.228
H -2.22729 -1.53600 0.93180 0.718 0.128 1.413
```
Forces are in eV/Å.



# 6
Below is a 2-piece molecular cluster, C2H3NO2S overall, with properties calculated with wB97M-V/def2-TZVPD.

Output
net charge	0
energy	-681.309501	Eh
HOMO level (alpha / beta)	-9.2 / -9.2	eV
max |F|	4.51	eV Å⁻¹
Kohn-Sham gap (alpha / beta)	8.639 / 8.641	eV

Structure (XYZ):
```
9
Properties=species:S:1:pos:R:3:forces:R:3
S -3.88733 0.14530 -0.09168 -3.341 0.022 -0.265
O -5.13639 -0.59315 0.20684 1.068 0.811 -0.470
O -1.32108 2.27388 -0.00577 -0.624 0.597 0.132
N -2.65530 -0.43745 0.42325 3.484 0.805 0.217
C -1.10984 1.16810 -0.14959 -2.326 -1.210 1.491
C -0.10370 0.26292 -0.53227 2.387 -1.799 3.372
H -0.23596 -0.81184 -0.21715 -0.111 1.503 0.055
H 0.85988 0.72032 -0.12268 -0.971 -0.744 -0.982
H -0.20449 0.26442 -1.53981 0.434 0.015 -3.550
```
Forces are in eV/Å.



# 7
Below is C9H9BrN3NaO2S as an isolated structure, with properties calculated with wB97M-V/def2-TZVPD.

Output
net charge	0
energy	-3797.687713	Eh
HOMO level	-8.7	eV
max |F|	2.47	eV Å⁻¹
Kohn-Sham gap	8.323	eV

Structure (XYZ):
```
26
Properties=species:S:1:pos:R:3:forces:R:3
Br -0.61845 4.70809 0.34195 0.087 -0.006 0.025
S -0.06545 -0.83411 0.64135 0.397 0.394 0.041
Na 1.72685 -1.54401 -1.32165 -0.546 -2.360 0.464
O 1.11045 0.12739 -2.29955 -0.976 0.595 -0.766
O 3.09355 -0.07011 -1.35795 1.446 0.433 0.264
N -1.10275 -3.29601 0.82725 -0.079 0.005 0.033
N 3.23105 4.09229 -0.94305 0.482 0.345 -0.074
N -2.51915 -1.66401 1.24645 0.085 -0.286 0.076
C -2.27645 -3.97051 1.35225 -0.197 -0.312 0.160
C -3.33555 -2.85501 1.31835 -0.391 -0.296 -0.090
C 2.10125 0.59839 -1.71255 0.210 1.187 -0.229
C 0.90055 2.58609 -0.80795 0.159 0.099 -0.037
C 0.94585 3.88939 -0.35365 -0.100 0.035 0.015
C 2.13355 4.60239 -0.41825 -0.388 0.171 0.223
C 3.20415 2.84909 -1.38465 -0.158 -0.400 0.036
C 2.07285 2.04529 -1.31345 -0.048 0.090 -0.045
C -1.24925 -1.94521 0.90435 0.078 0.029 0.088
H -2.90375 -0.74011 1.16635 0.186 0.082 -0.052
H -3.97665 -2.94241 0.43535 0.027 -0.023 0.047
H 4.12015 2.46619 -1.80865 0.096 -0.139 -0.009
H 0.00305 1.98699 -0.75985 -0.056 0.001 -0.034
H -2.54135 -4.82111 0.72215 -0.090 0.060 0.131
H 2.20575 5.60719 -0.02035 -0.113 0.053 -0.041
H -0.18565 -3.69541 0.96255 -0.128 0.232 -0.051
H -3.96775 -2.85541 2.20715 0.039 -0.032 -0.060
H -2.10695 -4.32531 2.37605 -0.023 0.043 -0.114
```
Forces are in eV/Å.



# 8
Below is C14H24F3FeO8 as an isolated structure, with properties calculated with wB97M-V/def2-TZVPD.

Output
2S+1	5
net charge	+1
energy	-2712.838034	Eh
expectation value of S²	6.01
HOMO level (alpha / beta)	-12.9 / -12.2	eV
max |F|	2.17	eV Å⁻¹
Kohn-Sham gap (alpha / beta)	10.762 / 9.991	eV

Structure (XYZ):
```
50
Properties=species:S:1:pos:R:3:forces:R:3
Fe -0.45544 0.26742 0.13981 0.420 -0.052 0.131
F 1.14422 3.53833 3.62731 -0.121 0.406 -0.148
F 0.87554 4.09913 1.49487 -0.054 -0.373 1.048
F 2.11277 2.41894 2.06146 -1.040 -0.096 0.354
O -0.78762 1.78518 3.35576 0.504 0.615 -1.360
O 0.65501 1.73717 -1.26095 -0.127 0.447 0.473
O -0.60912 2.00503 1.07695 -0.289 -0.453 0.687
O -2.43762 -0.44407 0.87287 -0.248 -0.252 -0.426
O -0.94575 -1.72304 -0.84846 -0.598 0.015 0.063
O -0.08487 -1.02593 1.89841 0.247 0.254 0.216
O -0.35384 -0.03243 -2.63377 -0.141 -1.631 -1.421
O 1.79569 -0.00034 0.40696 -1.443 -0.163 0.380
C -2.36229 -1.83173 -1.00824 -0.571 -0.420 -0.937
C -0.29729 2.21189 2.31056 -0.483 -1.015 0.460
C -0.34052 -1.36356 -3.19609 0.171 0.487 0.840
C 2.21298 -1.10632 1.24186 0.483 1.020 -0.344
C 0.32598 0.90995 -3.42747 -0.654 1.148 -0.029
C 2.03813 1.88393 -0.98655 0.672 -0.237 -1.142
C 2.57273 0.48893 -0.67794 0.326 -0.062 0.498
C -3.01607 -1.65331 0.32088 1.004 0.369 0.564
C 1.24740 -1.16971 2.43813 0.298 -0.178 -0.627
C 0.22607 2.13096 -2.53192 -1.326 0.227 -1.092
C -0.25185 -2.27785 -1.96154 -1.465 -0.124 -0.930
C -2.42568 -0.38152 2.29381 -0.388 -1.301 0.909
C 0.94084 3.08258 2.40824 1.718 1.078 -0.725
C -1.12569 -1.02106 2.87969 -0.858 -0.988 0.506
H 1.37316 0.68718 -3.52479 0.697 -0.586 -0.107
H 1.35525 -2.15658 2.93814 -0.125 0.585 -0.213
H 3.24069 -0.88594 1.58709 -0.417 -0.257 0.037
H 0.49946 -1.49301 -3.88910 0.151 -0.061 0.399
H 1.50113 -0.35891 3.14494 -0.433 -0.245 -0.248
H -4.08564 -1.55220 0.22546 -0.403 0.121 -0.018
H 2.44899 -0.13594 -1.55630 -0.089 -0.332 -0.219
H 3.60872 0.42723 -0.36420 0.393 0.496 -0.166
H -1.35634 -2.07215 3.19270 0.446 0.634 -0.322
H -0.75730 -3.23831 -2.20617 0.889 0.248 0.243
H 0.73948 2.97815 -2.95667 0.675 0.328 0.163
H 2.23655 -1.99478 0.61935 -0.160 -0.409 0.123
H -2.73007 -1.10070 -1.75167 0.241 -0.066 0.346
H -2.62577 -2.83667 -1.40215 0.221 0.424 0.208
H 2.53510 2.32417 -1.89092 -0.164 -0.476 0.817
H -2.48192 0.64293 2.60089 -0.033 0.472 -0.132
H 2.13030 2.56263 -0.16528 0.253 0.272 0.495
H -3.32744 -0.93440 2.69766 0.981 0.600 -0.376
H -0.79200 -0.46407 3.76201 -0.230 -0.027 -0.213
H -0.07477 1.04239 -4.46335 -0.068 -0.057 0.869
H -1.21820 -1.57588 -3.80125 -0.422 0.262 0.122
H -0.81996 2.47256 -2.45226 0.268 -0.363 0.134
H 0.73781 -2.35669 -1.60680 1.244 -0.481 0.101
H -2.79095 -2.50959 0.96799 0.046 0.196 0.010
```
Forces are in eV/Å.